# 1
2 unconnected molecules or ions with the total composition ClH3NPS at a distorted geometry. Source: the Open Molecules 2025 dataset; level of theory: the ωB97M-V functional and the def2-TZVPD basis.

Summary:
- gap between HOMO and LUMO (eV) = 8.47
- spin multiplicity = 1
- structure (SMILES) = NP=S.Cl
- HOMO (eV) = -9.089

Each line ends with the Löwdin charge.
Cartesian coordinates (Å):
N  1.2423  0.3714  -1.1200  -0.32
P  0.5147  1.8845  -0.6344  0.28
S  0.2402  1.7877  1.2578  0.02
Cl  -2.1780  -2.3304  1.2045  0.25
H  1.0584  -0.4999  -0.7453  -0.03
H  1.6719  0.3192  -2.0911  0.05
H  -2.5496  -1.5325  2.1284  -0.25

Cartesian forces (eV/Å) of the 6 atoms listed first:
N 0.4 3.6 -2.7
P 1.2 -1.9 -0.2
S -0.3 0.0 -0.2
Cl 0.0 -0.1 -0.1
H -0.3 -1.9 1.3
H -1.0 0.2 1.8

---

# 2
2 unconnected molecules or ions with the total composition ClH3NPS at a distorted geometry. Source: the Open Molecules 2025 dataset; level of theory: the ωB97M-V functional and the def2-TZVPD basis.

Summary:
- gap between HOMO and LUMO (eV) = 8.93
- spin multiplicity = 1
- structure (SMILES) = [H]/N=P\[H].SCl
- HOMO (eV) = -9.389

Each line ends with the Löwdin charge.
Cartesian coordinates (Å):
N  0.6498  -1.8802  -1.3874  -0.43
P  -0.6112  -1.2087  -0.6799  0.64
S  -0.1077  1.9561  1.1960  0.14
Cl  -1.2590  1.1666  2.6639  -0.02
H  1.2109  -1.4556  -2.1318  -0.04
H  -0.8385  0.2876  -1.3091  -0.14
H  0.9557  1.1341  1.6482  -0.14

Cartesian forces (eV/Å) of the 6 atoms listed first:
N -1.4 0.8 0.7
P 1.4 1.1 -1.8
S 1.5 -1.3 0.9
Cl -0.5 0.1 0.2
H -0.5 0.1 0.3
H 0.4 -2.1 0.6

---

# 3
2 unconnected molecules or ions with the total composition ClH3O3P at a distorted geometry. Source: the Open Molecules 2025 dataset; level of theory: the ωB97M-V functional and the def2-TZVPD basis.

Summary:
- gap between HOMO and LUMO (spin up / spin down) (eV) = 7.25 / 3.35
- spin multiplicity = 3
- charge = +1
- HOMO (spin up / spin down) (eV) = -13.041 / -15.356

Each line ends with the Löwdin charge.
Cartesian coordinates (Å):
O  -1.1265  -0.8094  2.8349  0.14
O  -0.4946  0.8640  0.9026  -0.02
O  0.2256  -1.5123  0.6812  -0.03
P  -0.4961  -0.5292  1.5897  0.62
Cl  0.7180  -0.3089  -2.9593  0.31
H  -0.4024  0.3063  -2.9773  -0.23
H  -0.9139  1.6616  1.2447  0.13
H  0.6065  -1.2361  -0.1691  0.08

Cartesian forces (eV/Å) of the 6 atoms listed first:
O -5.6 -2.2 9.2
O -0.5 0.5 -0.4
O -0.1 -1.3 -0.3
P 6.3 2.3 -8.0
Cl 0.1 -0.1 0.3
H -0.1 0.1 -0.1

---

# 4
2 unconnected molecules or ions with the total composition ClH3OSi at a distorted geometry. Source: the Open Molecules 2025 dataset; level of theory: the ωB97M-V functional and the def2-TZVPD basis.

Summary:
- gap between HOMO and LUMO (eV) = 10.26
- spin multiplicity = 1
- structure (SMILES) = O=[SiH2].Cl
- HOMO (eV) = -10.922

Each line ends with the Löwdin charge.
Cartesian coordinates (Å):
O  -0.1309  0.3738  -0.2667  -0.47
Si  1.2705  -0.0672  0.0846  0.65
Cl  -3.1478  -0.1885  0.0928  0.31
H  -2.3065  0.5444  -0.4174  -0.33
H  1.9895  0.0622  1.2927  -0.10
H  2.3251  -0.7248  -0.7859  -0.07

Force components x, y, z for each atom (eV/Å):
O -0.1 0.1 -0.1
Si 0.9 -0.7 -1.4
Cl -1.7 -1.2 0.8
H 1.6 1.1 -0.8
H 0.2 0.4 1.5
H -0.8 0.2 -0.1

---

# 5
2 unconnected molecules or ions with the total composition ClH3OSi at a distorted geometry. Source: the Open Molecules 2025 dataset; level of theory: the ωB97M-V functional and the def2-TZVPD basis.

Summary:
- gap between HOMO and LUMO (spin up / spin down) (eV) = 7.10 / 7.91
- spin multiplicity = 3
- HOMO (spin up / spin down) (eV) = -6.367 / -11.653

Each line ends with the Löwdin charge.
Cartesian coordinates (Å):
O  0.2805  0.2053  0.8173  -0.31
Si  1.3551  -0.0190  -0.2290  0.49
Cl  -2.7855  0.2709  -0.1825  0.27
H  -2.5059  -0.2912  0.9408  -0.24
H  1.1700  -1.1106  -1.0334  -0.13
H  2.4859  0.9447  -0.3131  -0.09

Force components x, y, z for each atom (eV/Å):
O -4.6 1.1 4.6
Si 5.5 0.9 -3.4
Cl 0.0 -0.1 0.2
H 0.0 0.1 -0.2
H -0.4 -1.8 -1.3
H -0.5 -0.2 0.1

---

# 6
A molecular structure, ClH4MgO2 at a distorted geometry. Source: the Open Molecules 2025 dataset; level of theory: the ωB97M-V functional and the def2-TZVPD basis.

Summary:
- gap between HOMO and LUMO (eV) = 5.37
- spin multiplicity = 1
- charge = +1
- HOMO (eV) = -14.166

Each line ends with the Löwdin charge.
Cartesian coordinates (Å):
Mg  -0.3450  1.3939  2.5343  1.20
Cl  -0.6658  1.6433  0.1801  -0.03
O  2.4420  0.0393  0.2310  -0.05
H  1.8239  0.4038  -0.4025  0.00
H  1.8896  -0.3327  0.9186  -0.01
O  -2.0559  -1.0792  -1.3419  -0.06
H  -1.5025  -1.7887  -1.0156  0.03
H  -1.5863  -0.2797  -1.1040  -0.08

Cartesian forces (eV/Å) of the 6 atoms listed first:
Mg -0.3 0.4 -2.5
Cl 0.3 -0.2 2.5
O 0.2 0.2 0.4
H -0.2 0.1 -0.4
H 0.0 -0.4 0.0
O -0.2 0.0 0.1

---

# 7
2 unconnected molecules or ions with the total composition ClH4N2OP at a distorted geometry. Source: the Open Molecules 2025 dataset; level of theory: the ωB97M-V functional and the def2-TZVPD basis.

Summary:
- gap between HOMO and LUMO (eV) = 9.22
- spin multiplicity = 1
- structure (SMILES) = NNP=O.Cl
- HOMO (eV) = -9.282

Each line ends with the Löwdin charge.
Cartesian coordinates (Å):
N  1.7953  0.4550  -0.9625  -0.05
N  0.5563  -0.0810  -0.7142  -0.37
O  -1.6202  -1.1299  -0.5929  -0.55
P  -0.3179  -1.4655  -1.1190  0.76
Cl  -4.2473  -1.7807  1.1283  0.22
H  2.1499  0.2650  -1.9102  0.08
H  1.6292  1.4705  -0.9625  0.09
H  -0.1872  0.5160  -0.2841  0.09
H  -3.0581  -1.3460  0.7615  -0.28

Cartesian forces (eV/Å) of the 6 atoms listed first:
N 1.5 1.8 -0.4
N -3.3 -1.3 0.0
O -2.7 0.2 1.0
P 3.1 0.2 -0.7
Cl 0.7 0.3 -0.1
H -0.6 -0.3 0.4

---

# 8
2 unconnected molecules or ions with the total composition ClH4N2OP at a distorted geometry. Source: the Open Molecules 2025 dataset; level of theory: the ωB97M-V functional and the def2-TZVPD basis.

Summary:
- gap between HOMO and LUMO (spin up / spin down) (eV) = 8.23 / 8.04
- spin multiplicity = 1
- HOMO (spin up / spin down) (eV) = -9.064 / -8.903

Each line ends with the Löwdin charge.
Cartesian coordinates (Å):
N  -0.3630  -1.3898  0.0382  -0.19
N  1.1650  0.5306  -0.3956  -0.76
O  -1.4147  0.7717  -0.2929  -0.38
P  -0.2239  0.1952  0.6928  0.60
Cl  2.6130  -0.3326  -0.1724  0.43
H  -0.7876  -1.5398  -0.8099  0.00
H  -0.7027  -2.0750  0.7041  0.03
H  1.4190  2.0768  0.5676  0.17
H  -1.7051  1.7630  -0.3319  0.11

Cartesian forces (eV/Å) of the 6 atoms listed first:
N 0.9 0.2 3.7
N 0.3 3.4 1.4
O -0.7 3.0 -0.3
P 0.0 -1.6 -1.4
Cl -0.4 0.0 0.3
H -1.1 0.1 -2.5

---

Asked for relative energy (zero: lowest compared OMol25 entry of this formula, charge and spin) across the records above, the calculation gives 36.2; 290.9; 389.9; 296.7; 53.4; 29.1; 300.5; 612.9 kJ/mol in order.